This record from the Open Molecules 2025 dataset describes a molecular structure, C12H31N2O9PPt at a distorted geometry. The level of theory is ωB97M-V/def2-TZVPD.

For the HOMO energy (spin up / spin down), the calculation gives -5.99 / -6.57 eV. The calculation puts the calculated total energy at -1723.1192 hartree. The frontier orbital gap (spin up / spin down) comes out at 6.10 / 6.67 eV. The relative energy (zero: lowest compared OMol25 entry of this formula, charge and spin) is 0.00 kcal/mol.

```
! RIJCOSX wB97M-V def2-TZVPD def2/J DEFGRID3
* xyz 0 3
Pt -17.160 -17.868 -9.834
C -16.751 -20.427 -10.322
O -16.439 -19.902 -9.173
O -16.583 -21.658 -10.495
O -17.257 -19.589 -11.145
C -19.182 -14.583 -7.508
C -18.590 -15.977 -7.821
C -19.705 -16.937 -8.295
O -19.224 -18.133 -8.866
C -20.239 -19.037 -9.193
N -17.552 -15.858 -8.884
H -18.607 -14.050 -6.750
H -20.203 -14.608 -7.120
H -19.212 -13.972 -8.413
H -18.147 -16.316 -6.887
H -20.380 -16.424 -8.998
H -20.407 -17.150 -7.478
H -20.897 -18.745 -10.018
H -20.852 -19.380 -8.352
H -19.742 -19.954 -9.519
H -17.907 -15.206 -9.588
H -16.830 -15.233 -8.517
C -13.153 -16.516 -11.259
C -14.258 -17.222 -10.461
C -14.362 -16.604 -9.023
O -15.164 -17.497 -8.290
C -15.113 -17.214 -6.904
N -15.564 -17.034 -11.154
H -13.144 -16.982 -12.250
H -12.187 -16.719 -10.796
H -13.317 -15.455 -11.453
H -14.060 -18.292 -10.401
H -14.838 -15.623 -9.141
H -13.352 -16.559 -8.606
H -15.345 -16.159 -6.730
H -14.135 -17.398 -6.439
H -15.733 -17.887 -6.313
H -15.542 -17.718 -11.919
H -15.431 -16.207 -11.744
C -18.852 -18.885 -13.912
O -18.266 -17.580 -13.888
P -18.648 -16.374 -12.946
O -18.366 -16.638 -11.523
O -17.775 -15.195 -13.595
C -18.123 -14.744 -14.936
O -20.164 -15.987 -13.353
C -21.206 -16.742 -12.691
H -19.008 -19.312 -12.920
H -18.107 -19.547 -14.350
H -19.748 -18.782 -14.527
H -18.344 -13.682 -14.937
H -18.896 -15.385 -15.348
H -17.213 -14.914 -15.511
H -20.945 -16.989 -11.663
H -21.366 -17.622 -13.309
H -22.127 -16.166 -12.625
*
```

Charge distribution, Mulliken scheme, values in e:
1 Pt 2.875
2 C 0.463
3 O -0.686
4 O -0.791
5 O -0.692
6 C -1.490
7 C 0.516
8 C -1.076
9 O -0.299
10 C -0.880
11 N -0.679
12 H 0.371
13 H 0.406
14 H 0.361
15 H 0.299
16 H 0.339
17 H 0.505
18 H 0.217
19 H 0.332
20 H 0.269
21 H 0.160
22 H 0.258
23 C -1.650
24 C 0.231
25 C -0.839
26 O -0.226
27 C -1.009
28 N -0.918
29 H 0.431
30 H 0.449
31 H 0.366
32 H 0.338
33 H 0.147
34 H 0.592
35 H 0.387
36 H 0.351
37 H 0.260
38 H 0.311
39 H 0.220
40 C -0.600
41 O -0.295
42 P -0.040
43 O 0.587
44 O -0.495
45 C -0.700
46 O -0.390
47 C -0.317
48 H 0.243
49 H 0.277
50 H 0.258
51 H 0.232
52 H 0.319
53 H 0.262
54 H -0.113
55 H 0.253
56 H 0.300